Entry from the Open Molecules 2025 dataset: a molecular structure, C11H14CeClN2NdO6 (wB97M-V/def2-TZVPD).

orbital gap (spin up / spin down)	2.9014 / 4.1781	eV
highest occupied orbital energy (spin up / spin down)	-2.45 / -3.72	eV
<S²>	6.0068
LUMO level (spin up / spin down)	0.46 / 0.46	eV
2S+1	5
total charge	-1

Geometry as XYZ:
```
36
C11H14CeClN2NdO6 (wB97M-V/def2-TZVPD)
Nd 0.025 1.471 -0.724
Cl -0.446 2.126 -3.102
C 1.978 0.753 -1.306
H 2.084 0.013 -0.496
H 2.728 1.501 -1.271
H 1.861 0.272 -2.256
Ce -0.393 4.325 -1.990
C -2.428 4.941 -1.739
C 0.890 5.677 -3.007
C 0.489 3.554 -0.173
H 1.648 5.887 -2.262
H 1.233 5.171 -3.890
H 0.193 6.497 -3.182
H -2.542 4.971 -0.662
H -2.380 5.928 -2.207
H -3.046 4.227 -2.252
H 1.533 3.708 -0.040
H -0.316 3.733 0.533
O -0.308 -1.226 -1.130
C -0.261 -1.149 0.120
O -0.146 -0.001 0.757
C -0.248 -2.402 0.951
C -0.251 -2.365 2.347
C -0.201 -3.575 3.080
C -0.137 -4.803 2.413
C -0.129 -4.837 1.014
C -0.190 -3.630 0.283
N -0.043 -6.107 0.311
O 0.024 -7.150 0.973
O -0.027 -6.109 -0.925
N -0.210 -3.538 4.533
O -0.266 -2.445 5.105
O -0.162 -4.607 5.154
H -0.290 -1.415 2.865
H -0.091 -5.726 2.974
H -0.176 -3.668 -0.799
```

***

Entry from the Open Molecules 2025 dataset: a molecular structure, C37H75Cl2N4O6RbSb2Si3 (wB97M-V/def2-TZVPD).

ΔE to the lowest compared entry with this formula, charge and spin	3.2	kJ/mol
orbital gap	5.6502	eV
highest occupied orbital energy	-1.99	eV
LUMO level	3.66	eV
2S+1	1
total charge	-2

Geometry as XYZ:
```
130
C37H75Cl2N4O6RbSb2Si3 (wB97M-V/def2-TZVPD)
Rb 10.524 15.034 9.871
C 8.257 8.712 9.706
Sb 8.420 10.655 10.646
C 9.066 11.921 9.007
C 10.144 11.489 8.169
C 10.686 12.326 7.097
C 11.647 11.891 6.196
C 12.147 10.587 6.367
C 11.632 9.867 7.427
N 10.656 10.269 8.309
Si 7.809 12.908 8.214
C 6.625 13.551 9.533
C 6.753 12.124 6.913
C 8.215 14.502 7.218
C 10.299 10.665 11.823
C 11.552 11.208 11.271
C 12.551 10.423 10.625
C 13.704 10.999 10.130
C 13.871 12.348 10.330
C 12.888 13.063 10.991
N 11.750 12.476 11.428
Si 10.562 8.927 12.508
C 8.988 8.308 13.310
C 11.840 9.036 13.808
C 11.056 7.588 11.257
Si 9.783 11.888 13.164
C 9.063 13.519 12.459
C 11.121 12.270 14.417
C 8.465 11.365 14.436
H 7.339 8.744 9.036
H 8.152 7.886 10.418
H 9.180 8.529 9.107
H 10.427 13.380 6.953
H 11.990 12.527 5.399
H 12.831 10.071 5.739
H 11.944 8.817 7.555
H 5.880 12.756 9.809
H 6.161 14.427 9.114
H 7.140 13.748 10.477
H 6.624 11.051 7.030
H 7.275 12.400 6.002
H 5.866 12.716 6.963
H 9.093 15.116 7.496
H 7.369 15.262 7.208
H 8.495 14.338 6.167
H 12.305 9.394 10.392
H 14.412 10.430 9.525
H 14.660 12.852 9.840
H 12.919 14.102 11.252
H 9.210 8.120 14.332
H 8.696 7.219 12.960
H 8.090 8.879 13.237
H 12.481 8.197 13.899
H 11.557 9.350 14.793
H 12.559 9.755 13.369
H 10.808 7.839 10.215
H 10.444 6.710 11.451
H 12.117 7.268 11.260
H 9.718 14.335 12.736
H 8.056 13.689 12.901
H 8.929 13.499 11.409
H 12.164 12.464 14.054
H 11.154 11.530 15.214
H 10.813 13.207 14.915
H 7.473 10.974 14.193
H 8.364 12.297 15.012
H 8.856 10.585 15.201
O 9.042 18.278 7.047
H 9.375 19.116 7.375
H 9.850 17.720 7.140
O 12.340 15.991 12.776
H 13.287 16.201 12.560
H 11.726 16.761 12.506
O 8.288 17.052 9.863
H 8.506 17.296 8.967
H 8.952 17.513 10.395
O 13.760 15.091 8.734
H 13.998 15.781 9.362
H 13.300 15.671 8.063
O 10.638 19.819 12.997
C 10.678 18.783 12.399
N 10.574 17.759 11.754
O 12.663 18.827 7.738
C 12.175 17.717 7.581
N 11.674 16.674 7.466
C 6.559 23.089 8.816
C 7.146 21.839 9.385
C 6.117 20.718 9.761
C 8.051 21.323 8.298
Sb 8.619 22.055 11.077
C 7.553 23.559 12.304
C 8.083 23.392 13.698
C 7.729 25.040 11.896
C 6.123 23.130 12.282
C 10.455 23.098 10.271
C 11.223 23.332 11.594
C 10.261 24.477 9.669
C 11.320 22.330 9.264
H 6.220 22.933 7.756
H 7.267 23.892 8.674
H 5.839 23.424 9.512
H 5.625 20.375 8.860
H 5.361 21.029 10.456
H 6.704 19.933 10.266
H 7.471 21.214 7.416
H 8.318 20.283 8.491
H 8.915 21.972 8.110
H 9.109 23.783 13.784
H 8.204 22.376 14.066
H 7.384 23.985 14.338
H 8.757 25.409 11.915
H 7.056 25.641 12.501
H 7.534 25.101 10.858
H 5.643 23.579 13.135
H 5.517 23.391 11.426
H 6.024 22.066 12.509
H 10.627 23.902 12.367
H 12.124 23.925 11.509
H 11.574 22.409 12.070
H 9.639 25.058 10.351
H 9.786 24.512 8.736
H 11.216 25.031 9.530
H 11.625 21.368 9.623
H 12.143 22.920 8.933
H 10.743 22.169 8.327
Cl 15.133 17.674 11.243
C 14.053 19.012 10.959
Cl 14.261 20.199 12.327
H 12.993 18.726 10.930
H 14.311 19.501 10.033
```

***

Entry from the Open Molecules 2025 dataset: a molecular structure, C20H41AlN2O11PS5 (wB97M-V/def2-TZVPD).

ΔE to the lowest compared entry with this formula, charge and spin	218.5	kJ/mol
orbital gap	5.5432	eV
highest occupied orbital energy	-3.51	eV
LUMO level	2.03	eV
2S+1	1
total charge	-1

Geometry as XYZ:
```
81
C20H41AlN2O11PS5 (wB97M-V/def2-TZVPD)
O 5.389 -0.538 -0.719
P 3.977 0.142 0.016
O 3.662 1.749 -0.534
Al 2.114 -1.251 -0.124
C 0.406 -0.376 0.672
C -0.842 -1.423 0.698
S -1.874 -1.286 -0.844
C -3.581 -0.766 -0.444
N -4.695 -1.651 -0.458
N -5.815 -0.954 -0.153
C -5.484 0.406 0.073
O -4.083 0.517 -0.117
H 5.808 -1.073 -0.015
H 4.178 2.317 0.083
H 2.430 -2.502 0.836
H 1.856 -1.881 -1.581
H 0.121 0.596 0.120
H 0.674 -0.173 1.780
H -0.368 -2.460 0.670
H -1.415 -1.254 1.663
H -6.223 1.222 0.342
C 2.950 4.128 3.602
C 4.413 3.766 3.870
C 4.427 2.415 4.588
S 2.951 1.552 4.058
O 2.078 1.389 5.200
O 3.325 0.446 3.210
C 2.309 2.866 3.038
H 2.861 4.967 2.909
H 2.462 4.410 4.540
H 4.948 3.683 2.918
H 4.917 4.533 4.463
H 5.305 1.826 4.322
H 4.376 2.537 5.672
H 1.221 2.878 3.088
H 2.636 2.682 2.012
C 1.541 -2.696 5.825
C 0.322 -3.615 5.723
C -0.492 -3.164 4.508
S 0.677 -2.422 3.371
O 0.375 -1.013 3.250
O 0.826 -3.280 2.224
C 2.111 -2.605 4.416
H 2.280 -3.079 6.532
H 1.229 -1.704 6.167
H 0.655 -4.648 5.579
H -0.282 -3.589 6.633
H -0.987 -4.004 4.020
H -1.228 -2.405 4.779
H 2.782 -1.758 4.276
H 2.612 -3.534 4.134
C 3.837 1.686 -4.135
C 5.029 1.653 -5.093
C 5.003 2.951 -5.904
S 4.203 4.171 -4.866
O 2.953 4.553 -5.485
O 5.181 5.149 -4.440
C 3.851 3.072 -3.506
H 3.904 0.902 -3.378
H 2.908 1.537 -4.695
H 5.958 1.597 -4.517
H 4.997 0.779 -5.748
H 6.008 3.291 -6.153
H 4.411 2.842 -6.814
H 2.903 3.343 -3.045
H 4.662 3.167 -2.782
C -8.350 -2.816 -2.983
C -7.483 -1.576 -3.202
C -7.454 -1.295 -4.706
S -8.989 -1.939 -5.364
O -8.686 -3.042 -6.247
O -9.834 -0.838 -5.770
C -9.602 -2.599 -3.824
H -8.595 -2.958 -1.928
H -7.815 -3.706 -3.328
H -7.926 -0.724 -2.677
H -6.474 -1.714 -2.807
H -7.391 -0.227 -4.916
H -6.631 -1.819 -5.195
H -10.160 -3.517 -4.009
H -10.253 -1.847 -3.374
```

***

Entry from the Open Molecules 2025 dataset: a molecular structure, C27H32IrPS3 (wB97M-V/def2-TZVPD).

ΔE to the lowest compared entry with this formula, charge and spin	0.0	kJ/mol
orbital gap	7.6978	eV
highest occupied orbital energy	-14.27	eV
LUMO level	-6.58	eV
2S+1	1
total charge	+2

Geometry as XYZ:
```
64
C27H32IrPS3 (wB97M-V/def2-TZVPD)
Ir 0.050 0.852 0.290
C 2.044 0.167 -2.269
C 1.226 -1.072 -1.962
S -0.439 -0.732 -1.304
C -1.171 0.217 -2.689
C -1.904 1.449 -2.200
S -0.941 2.520 -1.102
C 0.413 3.054 -2.220
C 1.777 2.922 -1.576
S 2.078 1.295 -0.834
H 1.669 0.711 -3.134
H 3.070 -0.125 -2.491
H 1.695 -1.681 -1.189
H 1.123 -1.701 -2.848
H -1.886 -0.437 -3.190
H -0.384 0.444 -3.405
H -2.763 1.167 -1.591
H -2.281 2.038 -3.037
H 0.226 4.098 -2.469
H 0.337 2.480 -3.142
H 1.885 3.608 -0.734
H 2.574 3.149 -2.286
C -3.847 0.007 4.225
C -3.938 1.162 3.262
C -5.039 2.009 3.383
C -5.195 3.136 2.595
C -4.226 3.465 1.660
C -3.133 2.633 1.508
C -2.984 1.473 2.273
P -1.537 0.444 1.950
C -2.013 -1.276 2.196
C -1.383 -2.021 3.196
C -1.719 -3.346 3.405
C -2.689 -3.934 2.602
C -3.307 -3.197 1.605
C -2.986 -1.862 1.378
C -3.724 -1.099 0.314
C -0.137 1.028 2.903
C -0.201 2.064 3.844
C 0.961 2.680 4.245
C 2.195 2.330 3.671
C 2.280 1.330 2.736
C 1.118 0.608 2.361
C 1.146 -0.537 1.467
H -4.414 0.241 5.123
H -2.826 -0.212 4.529
H -4.264 -0.908 3.799
H -5.782 1.781 4.137
H -6.063 3.768 2.727
H -4.319 4.359 1.060
H -2.381 2.893 0.783
H -0.637 -1.557 3.832
H -1.233 -3.913 4.187
H -2.966 -4.968 2.756
H -4.063 -3.665 0.987
H -4.031 -1.764 -0.492
H -3.117 -0.295 -0.105
H -4.626 -0.632 0.719
H -1.160 2.396 4.220
H 0.923 3.469 4.984
H 3.091 2.849 3.982
H 3.239 1.044 2.325
H 0.552 -1.398 1.742
H 2.140 -0.791 1.111
```